ORCA calculation (ωB97M-V/def2-TZVPD) on a single C7H14N molecule in a non-equilibrium geometry.

⟨S²⟩: 0.770
Energy, Eh: -329.616585
Gap between HOMO and LUMO (alpha / beta), eV: 3.116 / 7.069
LUMO (alpha / beta), eV: 0.10 / 0.03
HOMO energy (alpha / beta), Eh: -0.111 / -0.259
2S+1: 2
ΔE to the lowest compared entry with this formula, charge and spin, kcal/mol: 109.8

The geometry in XYZ format:
```
22
Properties=species:S:1:pos:R:3:forces:R:3:lowdin_charge:R:1
C 0.333 -1.353 1.203 -3.506 -4.015 1.193 -0.18
C 0.486 0.014 0.822 -1.429 2.870 3.783 -0.25
C -0.215 0.544 -0.310 -2.481 0.575 -2.837 -0.33
C -1.101 1.549 -0.228 -0.131 0.777 3.589 -0.16
C -1.495 2.488 0.882 0.408 -0.206 -0.764 -0.11
C 1.291 -0.307 -1.932 3.612 -2.309 2.086 -0.13
C 0.104 0.191 -1.685 -2.344 0.240 2.250 -0.22
N 0.518 -2.341 0.052 -0.650 -0.291 -0.869 0.08
H -0.894 -1.560 1.544 3.494 0.636 -0.813 0.20
H 0.973 -1.784 2.024 -0.533 0.970 -0.698 0.13
H 1.403 0.418 0.727 4.266 0.256 -0.289 0.09
H 0.235 0.600 1.833 -0.137 -1.042 -2.040 0.17
H -1.663 1.704 -1.038 -1.685 0.877 -3.477 0.05
H -1.161 2.091 1.840 -0.299 0.470 0.335 0.05
H -1.041 3.470 0.659 0.159 -0.248 0.507 0.07
H -2.566 2.711 0.823 -0.021 -0.363 0.488 0.06
H 1.972 -0.649 -1.106 -0.194 0.929 -0.914 0.02
H 1.611 -0.560 -2.856 1.137 -0.677 -2.894 -0.02
H -0.529 0.477 -2.518 -0.185 0.240 0.336 0.10
H -0.359 -2.426 -0.590 1.975 0.359 1.443 0.18
H 1.330 -2.049 -0.644 -1.091 -0.073 0.232 0.10
H 0.769 -3.229 0.496 -0.364 0.025 -0.646 0.13
```
Forces are in eV/Å.

---

ORCA calculation (ωB97M-V/def2-TZVPD) on a single C7H14N molecule in a non-equilibrium geometry.

⟨S²⟩: 0.751
Energy, Eh: -329.695902
Gap between HOMO and LUMO (alpha / beta), eV: 4.367 / 9.652
LUMO (alpha / beta), eV: 0.80 / 0.66
HOMO energy (alpha / beta), Eh: -0.131 / -0.330
2S+1: 2
ΔE to the lowest compared entry with this formula, charge and spin, kcal/mol: 60.1

The geometry in XYZ format:
```
22
Properties=species:S:1:pos:R:3:forces:R:3:lowdin_charge:R:1
C 0.476 0.754 2.272 -1.077 0.495 0.096 -0.27
C -0.323 0.055 1.192 -0.726 -0.868 -0.615 -0.19
C -0.166 0.629 -0.216 0.353 0.918 0.939 -0.35
C -0.326 1.941 -0.409 0.582 0.094 0.012 0.04
C -1.151 -1.953 -2.846 -0.264 0.206 1.416 -0.09
C -0.873 -1.263 -1.509 -0.242 -0.353 -0.873 -0.14
C 0.003 -0.272 -1.352 -1.015 -0.101 -0.205 -0.11
N 1.922 0.447 2.072 0.205 0.424 0.239 0.02
H 0.119 0.519 3.273 0.442 -0.540 0.001 0.10
H 0.237 1.815 2.197 0.778 0.124 -0.096 0.09
H -1.403 0.062 1.399 0.227 0.243 0.399 0.13
H -0.082 -1.011 1.157 0.174 0.054 0.068 0.10
H -0.187 2.418 -1.371 -0.130 -0.213 -0.148 0.07
H -0.504 2.640 0.401 -0.072 -0.155 0.081 0.06
H -1.341 -1.204 -3.608 0.660 -0.098 -0.360 0.07
H -0.326 -2.641 -2.982 0.074 -0.101 -0.882 0.07
H -2.085 -2.515 -2.791 0.173 -0.189 0.147 0.07
H -1.523 -1.591 -0.703 0.136 0.277 0.209 0.10
H 0.597 0.082 -2.184 0.040 -0.035 -0.134 0.12
H 2.147 0.689 1.089 0.295 -0.269 -0.177 0.05
H 2.650 0.965 2.651 -0.532 0.172 0.128 0.04
H 2.142 -0.566 2.270 -0.079 -0.086 -0.245 0.03
```
Forces are in eV/Å.

---

ORCA calculation (ωB97M-V/def2-TZVPD) on 2 unconnected molecules or ions with the total composition C7H14N in a non-equilibrium geometry.

⟨S²⟩: 0.752
Energy, Eh: -329.094276
Gap between HOMO and LUMO (alpha / beta), eV: 9.639 / 6.327
LUMO (alpha / beta), eV: -8.77 / -12.08
HOMO energy (alpha / beta), Eh: -0.677 / -0.677
2S+1: 2
Charge: +2
ΔE to the lowest compared entry with this formula, charge and spin, kcal/mol: 46.2

The geometry in XYZ format:
```
22
Properties=species:S:1:pos:R:3:forces:R:3:lowdin_charge:R:1
C 0.269 -0.476 -2.521 -0.522 0.586 0.021 -0.11
C 0.189 -0.809 -3.800 0.465 -0.344 0.092 0.15
C -0.188 1.394 -0.990 -0.203 0.376 -0.274 0.17
N -0.267 0.789 -2.110 0.283 0.197 0.025 0.06
H 0.644 -1.080 -1.712 0.185 -0.068 -0.061 0.11
H -0.209 -0.169 -4.578 -0.100 0.052 0.082 0.10
H 0.604 -1.760 -4.106 -0.103 -0.001 -0.086 0.10
H -0.701 2.346 -0.919 0.133 0.057 0.096 0.14
H 0.366 1.035 -0.131 0.015 -0.306 -0.396 0.09
H -0.739 1.327 -2.838 -0.120 -0.273 -0.135 0.19
C -1.316 -0.433 1.579 0.460 -0.126 -0.697 -0.01
C 0.132 -0.327 1.900 -1.548 1.007 0.867 -0.26
C 1.034 -1.315 1.483 0.794 -0.665 0.056 0.27
C 0.550 0.825 2.738 0.494 -0.687 -0.252 0.02
H -1.852 -0.646 2.512 -0.074 -0.104 0.021 0.14
H -1.537 -1.178 0.817 -0.023 -0.303 0.263 0.10
H -1.739 0.507 1.211 0.115 0.208 0.391 0.11
H 2.061 -1.331 1.836 -0.047 0.159 0.011 0.12
H 0.744 -2.146 0.849 -0.207 0.098 -0.016 0.11
H 1.524 0.636 3.185 0.034 0.274 0.021 0.11
H -0.184 1.095 3.501 -0.149 -0.151 -0.069 0.13
H 0.614 1.716 2.093 0.117 0.014 0.040 0.13
```
Forces are in eV/Å.

---

Which value of energy does entry 2 give? -329.695902 Eh